ORCA calculation (wB97M-V/def2-TZVPD) on a structure of composition C14H11ClN2O2Pt.

CARTESIAN COORDINATES (ANGSTROEM)
Cl  -3.539  -0.211  0.164
C  1.017  -1.565  -3.223
C  1.731  -0.430  -2.710
C  0.802  0.623  -2.536
H  2.799  -0.385  -2.511
C  -0.500  0.150  -2.894
C  -0.353  -1.201  -3.339
H  -1.175  -1.819  -3.695
H  1.455  -2.525  -3.477
H  0.995  1.635  -2.191
C  -1.743  0.933  -2.826
Pt  1.208  0.598  1.558
C  2.257  1.398  0.315
C  0.032  -0.714  0.851
O  2.930  1.920  -0.488
O  -0.614  -1.544  0.371
H  -1.491  1.984  -2.649
H  -2.393  0.604  -1.989
H  -2.292  0.857  -3.774
N  -1.293  0.253  8.562
C  -0.929  0.229  7.449
C  -0.484  0.200  6.073
C  0.802  -0.234  5.744
C  1.202  -0.208  4.413
N  0.376  0.257  3.461
C  -0.906  0.572  3.731
C  -1.346  0.604  5.054
H  1.507  -0.569  6.502
H  2.195  -0.502  4.069
H  -1.541  0.827  2.880
H  -2.345  0.960  5.291

## Properties
* 2S+1: 5
* highest occupied orbital energy (alpha / beta): -16.13 / -16.50 eV
* largest force on an atom: 7.1 eV/A
* DFT total energy: -1378.794179 hartree
* charge: +2
* frontier orbital gap (alpha / beta): 0.31026 / 0.24079 hartree
* lowest unoccupied orbital energy (alpha / beta): -7.691 / -9.950 eV

ORCA calculation (wB97M-V/def2-TZVPD) on a structure of composition C14H11I2NS6Ti.

CARTESIAN COORDINATES (ANGSTROEM)
Ti  0.185  0.523  -0.943
S  -1.268  -0.160  3.259
C  -2.602  -0.596  2.284
C  -2.335  -0.468  0.954
C  -1.010  -0.017  0.679
C  -0.330  0.188  1.857
C  1.038  0.677  1.875
C  1.754  1.008  3.021
C  3.049  1.468  2.896
C  3.611  1.608  1.631
C  2.841  1.289  0.535
N  1.587  0.832  0.648
H  -3.516  -0.936  2.746
H  -3.072  -0.708  0.201
H  1.291  0.899  3.992
H  3.620  1.725  3.778
H  4.619  1.969  1.494
H  3.223  1.414  -0.472
I  2.094  1.053  -3.157
C  2.847  2.895  -2.745
I  -0.698  2.992  -1.231
H  2.174  3.564  -2.230
H  3.621  3.240  -3.413
C  -2.520  -0.234  -2.878
S  -2.392  -1.983  -3.300
C  -1.903  -2.661  -1.753
C  -0.694  -2.529  -1.176
S  0.670  -1.634  -1.831
S  -0.484  -3.345  0.353
C  -2.083  -4.002  0.494
S  -2.592  -4.881  1.774
S  -3.079  -3.605  -0.867
H  -2.924  0.274  -3.754
H  -1.537  0.204  -2.688
H  -3.185  -0.064  -2.035

## Properties
* 2S+1: 1
* highest occupied orbital energy (alpha / beta): -6.49 / -6.49 eV
* largest force on an atom: 0.9 eV/A
* DFT total energy: -4428.764541 hartree
* charge: 0
* frontier orbital gap (alpha / beta): 0.16498 / 0.16494 hartree
* lowest unoccupied orbital energy (alpha / beta): -2.003 / -2.004 eV

ORCA calculation (wB97M-V/def2-TZVPD) on a structure of composition C14H11N5RuTe4.

CARTESIAN COORDINATES (ANGSTROEM)
Ru  0.011  -0.322  0.649
N  -3.858  -2.112  0.056
C  -2.682  -1.794  0.552
N  -1.822  -0.988  -0.036
C  -2.137  -0.452  -1.298
N  -1.297  0.289  -1.946
N  -0.118  0.418  -1.226
C  0.900  1.011  -1.725
C  2.091  1.010  -0.877
C  3.279  1.597  -1.264
C  4.370  1.538  -0.405
C  4.231  0.892  0.810
C  3.011  0.323  1.138
N  1.954  0.375  0.324
C  -3.437  -0.767  -1.873
C  -3.845  -0.259  -3.113
C  -5.081  -0.596  -3.617
C  -5.932  -1.442  -2.898
C  -5.551  -1.956  -1.675
C  -4.301  -1.609  -1.179
H  -4.453  -2.734  0.584
H  -2.413  -2.226  1.507
H  0.874  1.458  -2.712
H  3.348  2.093  -2.223
H  5.311  1.991  -0.686
H  5.054  0.820  1.507
H  2.861  -0.194  2.076
H  -3.179  0.395  -3.659
H  -5.397  -0.206  -4.574
H  -6.903  -1.695  -3.302
H  -6.209  -2.610  -1.118
Te  -0.933  1.917  1.849
Te  -0.431  -0.261  3.230
Te  0.870  -2.711  1.685
Te  0.971  -2.899  -0.880

## Properties
* 2S+1: 5
* highest occupied orbital energy (alpha / beta): -13.18 / -14.27 eV
* largest force on an atom: 0.7 eV/A
* DFT total energy: -1980.356157 hartree
* charge: +2
* frontier orbital gap (alpha / beta): 0.21585 / 0.21631 hartree
* lowest unoccupied orbital energy (alpha / beta): -7.307 / -8.387 eV

ORCA calculation (wB97M-V/def2-TZVPD) on a structure of composition C14H12Br2N3O4Ru.

CARTESIAN COORDINATES (ANGSTROEM)
Ru  -1.261  -0.090  0.402
N  -1.154  -0.955  -1.867
C  -2.312  -1.857  -2.034
C  -2.666  -2.514  -0.696
O  -2.916  -3.706  -0.632
N  -2.701  -1.616  0.327
C  -3.076  -2.135  1.636
C  -2.199  -1.549  2.758
O  -2.205  -1.986  3.879
O  -1.399  -0.550  2.370
H  -1.191  -0.165  -2.500
H  -0.283  -1.441  -2.046
H  -2.141  -2.628  -2.784
H  -3.165  -1.250  -2.340
H  -3.010  -3.224  1.657
H  -4.112  -1.869  1.865
C  1.617  -1.859  1.002
C  1.948  -0.469  0.556
C  3.274  0.012  0.527
C  3.522  1.297  0.138
C  2.459  2.155  -0.220
C  2.593  3.508  -0.623
Br  4.307  4.295  -0.754
C  1.489  4.254  -0.918
C  0.198  3.705  -0.822
Br  -1.283  4.793  -1.223
C  -0.013  2.393  -0.440
O  -1.200  1.844  -0.338
C  1.161  1.617  -0.154
N  0.948  0.316  0.208
H  2.508  -2.478  1.068
H  0.914  -2.337  0.314
H  1.141  -1.825  1.985
H  4.081  -0.646  0.813
H  4.535  1.675  0.110
H  1.594  5.285  -1.224

## Properties
* 2S+1: 6
* highest occupied orbital energy (alpha / beta): -8.07 / -8.50 eV
* largest force on an atom: 0.5 eV/A
* DFT total energy: -6248.829362 hartree
* charge: 0
* frontier orbital gap (alpha / beta): 0.26539 / 0.24206 hartree
* lowest unoccupied orbital energy (alpha / beta): -0.852 / -1.918 eV